(1)
111
Properties=species:S:1:pos:R:3 method="wB97M-V/def2-TZVPD" total_charge=-1 molar_mass_g_mol=998.97 total_energy_ha=-4358.54069 homo_ev=-4.2 e_above_lowest_ev=0.599
Sr -0.752 -2.284 -0.928
O -1.443 -3.856 -4.890
C -1.675 -3.418 -3.761
O -1.344 -3.922 -2.664
C -2.407 -2.082 -3.659
C -3.011 -1.437 -4.732
C -3.600 -0.204 -4.507
C -3.586 0.329 -3.227
C -2.952 -0.391 -2.221
N -2.379 -1.552 -2.453
C -2.834 0.063 -0.775
O -3.565 0.990 -0.407
O -1.988 -0.559 -0.095
H -2.995 -1.900 -5.708
H -4.062 0.343 -5.319
H -4.042 1.280 -2.994
N 0.821 -1.616 -2.871
C 2.078 -2.125 -3.420
C 1.896 -3.532 -4.005
C 2.723 -4.634 -3.346
C 2.449 -4.894 -1.851
N 1.153 -4.428 -1.382
H 0.105 -1.753 -3.579
H 0.877 -0.608 -2.723
H 2.816 -2.141 -2.617
H 2.456 -1.457 -4.211
H 2.157 -3.517 -5.067
H 0.846 -3.808 -3.945
H 3.788 -4.412 -3.465
H 2.521 -5.549 -3.908
H 3.208 -4.385 -1.251
H 2.580 -5.977 -1.680
H 0.983 -4.836 -0.469
H 0.402 -4.753 -1.984
C -1.348 -1.177 4.766
C -1.138 -0.800 3.294
C -2.029 0.387 2.934
C 0.326 -0.515 3.036
C 0.889 0.597 3.641
C 2.229 0.903 3.500
C 3.029 0.039 2.780
C 2.511 -1.089 2.157
C 3.527 -1.992 1.483
C 3.494 -1.834 -0.034
C 3.375 -3.464 1.857
C 1.124 -1.353 2.219
N 0.527 -2.392 1.506
C 0.065 -3.430 2.203
C 0.464 -3.755 3.533
C 0.015 -4.877 4.183
C -0.862 -5.766 3.574
C -1.294 -5.486 2.283
C -0.837 -4.361 1.644
F -1.339 -4.077 0.370
H -2.385 -1.466 4.938
H -1.116 -0.335 5.417
H -0.707 -2.011 5.039
H -1.446 -1.640 2.664
H -1.753 1.288 3.480
H -3.064 0.152 3.173
H -1.961 0.572 1.868
H 0.270 1.245 4.246
H 2.648 1.785 3.968
H 4.094 0.235 2.723
H 4.516 -1.666 1.834
H 2.502 -2.109 -0.392
H 4.247 -2.478 -0.490
H 3.720 -0.804 -0.305
H 2.483 -3.876 1.396
H 3.299 -3.582 2.936
H 4.244 -4.024 1.512
H 1.146 -3.081 4.032
H 0.354 -5.069 5.193
H -1.203 -6.648 4.092
H -1.996 -6.130 1.775
Cl 4.430 5.432 1.496
C 2.772 5.199 1.089
C 1.799 5.315 2.067
C 0.477 5.109 1.723
C 0.104 4.826 0.415
C -1.349 4.558 0.111
C -1.676 3.100 0.517
N -0.757 2.206 -0.126
C 0.329 1.608 0.442
C 0.933 0.896 -0.549
N 0.249 1.060 -1.719
C -0.756 1.843 -1.425
O -2.143 5.493 0.824
C -3.272 5.962 0.116
C -2.889 6.653 -1.162
C -3.177 6.184 -2.412
Cl -4.079 4.781 -2.794
S -2.516 7.182 -3.664
C -1.819 8.225 -2.484
C -2.096 7.830 -1.220
C 1.099 4.757 -0.555
Cl 0.705 4.487 -2.212
C 2.434 4.923 -0.224
H 2.071 5.553 3.083
H -0.298 5.187 2.468
H -1.518 4.674 -0.966
H -2.695 2.817 0.231
H -1.575 3.000 1.599
H 0.569 1.709 1.479
H 1.821 0.300 -0.505
H -1.495 2.177 -2.127
H -3.751 6.669 0.798
H -3.973 5.145 -0.097
H -1.248 9.070 -2.810
H -1.744 8.337 -0.340
H 3.194 4.841 -0.983

(2)
95
Properties=species:S:1:pos:R:3 method="wB97M-V/def2-TZVPD" total_charge=-1 molar_mass_g_mol=605.89 total_energy_ha=-1819.29633 homo_ev=-1.8
C 1.914 3.242 1.530
C 0.703 2.284 1.494
C -0.664 2.868 1.802
O -1.044 3.726 0.620
H 1.984 3.828 0.608
H 2.866 2.703 1.641
H 1.823 3.933 2.374
H 0.909 1.453 2.186
H 0.642 1.865 0.480
H -0.532 3.607 2.611
H -1.661 3.165 0.146
C -1.477 0.784 4.200
C -0.591 -0.217 4.579
C -0.589 -0.714 5.876
C -1.493 -0.215 6.805
C -2.379 0.790 6.434
C -2.363 1.293 5.140
H -1.446 1.201 3.187
H 0.104 -0.608 3.845
H 0.107 -1.496 6.161
H -1.513 -0.612 7.814
H -3.094 1.168 7.156
H -3.048 2.081 4.849
C 0.389 1.538 -4.000
C -0.692 1.653 -4.864
C -1.702 2.565 -4.589
C -1.629 3.361 -3.454
C -0.547 3.249 -2.592
C 0.461 2.335 -2.866
H 1.175 0.821 -4.206
H -0.749 1.029 -5.748
H -2.549 2.651 -5.259
H -2.415 4.074 -3.236
H -0.497 3.853 -1.694
H 1.295 2.239 -2.183
C 3.899 -3.852 4.923
C 3.951 -4.221 3.586
C 3.390 -3.400 2.618
C 2.780 -2.209 2.985
C 2.730 -1.839 4.321
C 3.288 -2.661 5.290
H 4.334 -4.494 5.679
H 4.428 -5.151 3.300
H 3.424 -3.688 1.575
H 2.343 -1.566 2.231
H 2.257 -0.908 4.602
H 3.243 -2.373 6.333
C -2.736 8.254 -2.246
C -1.387 8.261 -2.574
C -0.514 7.388 -1.936
C -0.988 6.507 -0.973
C -2.335 6.498 -0.649
C -3.209 7.372 -1.282
H -3.418 8.934 -2.743
H -1.016 8.944 -3.329
H 0.538 7.391 -2.193
H -0.327 5.813 -0.469
H -2.687 5.800 0.099
H -4.262 7.365 -1.026
C 0.693 -1.514 -8.993
C 0.781 -0.489 -8.061
C 1.848 -0.447 -7.175
C 2.829 -1.427 -7.224
C 2.741 -2.452 -8.156
C 1.673 -2.495 -9.040
H -0.142 -1.548 -9.682
H 0.018 0.278 -8.024
H 1.914 0.351 -6.446
H 3.661 -1.393 -6.532
H 3.506 -3.217 -8.193
H 1.602 -3.296 -9.765
C -4.930 -2.655 5.745
C -6.240 -2.994 5.432
C -6.818 -2.518 4.264
C -6.086 -1.704 3.410
C -4.776 -1.367 3.723
C -4.197 -1.843 4.892
H -4.478 -3.023 6.658
H -6.811 -3.629 6.100
H -7.841 -2.779 4.020
H -6.537 -1.330 2.500
H -4.203 -0.728 3.063
H -3.178 -1.572 5.136
C 3.494 -5.193 -2.839
C 3.360 -6.540 -3.145
C 3.663 -7.503 -2.192
C 4.099 -7.119 -0.932
C 4.235 -5.772 -0.627
C 3.934 -4.809 -1.579
H 3.253 -4.442 -3.579
H 3.014 -6.839 -4.126
H 3.556 -8.553 -2.431
H 4.330 -7.869 -0.187
H 4.572 -5.471 0.357
H 4.037 -3.758 -1.339

(3)
104
Properties=species:S:1:pos:R:3 method="wB97M-V/def2-TZVPD" total_charge=+1 multiplicity=3 molar_mass_g_mol=907.89 total_energy_ha=-2400.22340 homo_ev="-10.0 / -10.8" e_above_lowest_ev=0.000
Au -0.114 1.772 0.001
C -2.848 1.253 -4.401
C -2.210 0.900 -3.056
C -1.398 -0.391 -3.173
C -3.260 0.790 -1.974
C -4.316 -0.078 -2.120
C -5.334 -0.144 -1.171
C -5.336 0.685 -0.051
C -4.335 1.607 0.150
C -4.308 2.426 1.419
C -5.568 3.276 1.558
C -4.105 1.509 2.630
C -3.268 1.675 -0.829
N -2.252 2.542 -0.696
C -2.429 3.893 -0.507
O -3.460 4.493 -0.712
C -1.164 4.622 -0.140
C -1.098 6.000 -0.083
C 0.123 6.588 0.235
C 1.227 5.793 0.495
C 1.078 4.417 0.437
N -0.094 3.878 0.120
C 2.222 3.461 0.732
O 3.328 3.925 0.955
N 1.857 2.174 0.749
C 2.808 1.146 0.954
C 2.930 0.586 2.232
C 3.857 -0.433 2.425
C 4.653 -0.881 1.380
C 4.494 -0.340 0.112
C 3.565 0.673 -0.123
C 3.400 1.232 -1.522
C 3.120 0.122 -2.537
C 4.618 2.064 -1.924
C 2.085 1.075 3.392
C 0.892 0.142 3.608
C 2.890 1.236 4.680
H -2.070 1.413 -5.146
H -3.449 2.160 -4.338
H -3.488 0.449 -4.763
H -1.535 1.717 -2.785
H -2.046 -1.232 -3.426
H -0.872 -0.627 -2.253
H -0.658 -0.285 -3.968
H -4.368 -0.716 -2.991
H -6.143 -0.848 -1.310
H -6.133 0.591 0.673
H -3.454 3.101 1.379
H -6.461 2.658 1.648
H -5.689 3.937 0.701
H -5.502 3.887 2.457
H -4.915 0.785 2.717
H -4.087 2.100 3.545
H -3.166 0.957 2.565
H -1.987 6.576 -0.291
H 0.209 7.664 0.278
H 2.198 6.192 0.747
H 3.985 -0.856 3.412
H 5.408 -1.636 1.557
H 5.116 -0.688 -0.703
H 2.528 1.889 -1.510
H 3.976 -0.544 -2.652
H 2.912 0.551 -3.518
H 2.260 -0.481 -2.238
H 5.518 1.446 -1.931
H 4.776 2.887 -1.228
H 4.488 2.473 -2.926
H 1.692 2.057 3.117
H 1.234 -0.876 3.812
H 0.247 0.106 2.729
H 0.291 0.468 4.457
H 3.134 0.271 5.127
H 2.310 1.793 5.416
H 3.821 1.773 4.504
C 0.290 -4.482 -3.090
O 1.081 -4.165 -1.954
C 1.498 -5.184 -1.167
C 1.247 -6.532 -1.396
C 1.758 -7.491 -0.529
C 2.520 -7.132 0.570
C 2.758 -5.788 0.813
C 2.241 -4.829 -0.037
N 2.519 -3.449 0.208
C 1.673 -2.467 0.352
C 0.269 -2.514 0.547
C -0.451 -3.656 0.957
C -1.783 -3.569 1.258
C -2.427 -2.322 1.154
C -1.762 -1.191 0.757
C -0.395 -1.256 0.416
O 0.277 -0.243 -0.034
H 0.066 -3.532 -3.567
H -0.639 -4.973 -2.791
H 0.842 -5.119 -3.785
H 0.670 -6.842 -2.253
H 1.559 -8.534 -0.729
H 2.921 -7.882 1.234
H 3.338 -5.473 1.671
H 3.493 -3.161 0.179
H 2.133 -1.485 0.359
H 0.061 -4.601 1.071
H -2.330 -4.436 1.593
H -3.479 -2.251 1.400
H -2.277 -0.241 0.685

(4)
108
Properties=species:S:1:pos:R:3 method="wB97M-V/def2-TZVPD" total_charge=0 molar_mass_g_mol=1088.11 total_energy_ha=-3123.38962 homo_ev="-7.7 / -7.5" e_above_lowest_ev=1.813
W 0.247 -1.748 -0.286
C 3.345 4.172 -0.126
C 3.523 2.927 -0.981
C 4.703 3.062 -1.913
O 3.693 1.769 -0.158
C 2.367 1.375 0.171
C 1.546 1.654 -1.117
O 2.331 2.682 -1.726
C 1.092 0.641 -2.218
O 0.358 -0.403 -1.613
C 2.145 -0.038 -3.092
C 3.496 -0.098 -2.790
C 4.376 -0.825 -3.590
C 3.905 -1.519 -4.692
C 2.545 -1.487 -4.989
C 1.679 -0.753 -4.199
C 0.118 1.438 -3.096
C 0.590 2.269 -4.107
C -0.296 3.006 -4.878
C -1.664 2.919 -4.649
C -2.138 2.094 -3.641
C -1.250 1.356 -2.867
C 2.298 0.050 0.944
O 0.966 -0.378 0.842
C 2.567 0.295 2.435
C 3.369 1.338 2.882
C 3.572 1.537 4.245
C 2.977 0.692 5.166
C 2.193 -0.367 4.720
C 1.991 -0.567 3.363
C 3.187 -1.127 0.468
C 4.364 -1.434 1.121
C 4.984 -2.667 0.909
C 4.406 -3.629 0.108
C 3.248 -3.290 -0.585
C 2.643 -2.051 -0.442
H 4.284 4.422 0.371
H 2.573 4.034 0.630
H 3.050 5.005 -0.764
H 5.627 2.946 -1.345
H 4.697 4.051 -2.372
H 4.667 2.313 -2.700
H 1.962 2.098 0.884
H 0.600 2.081 -0.778
H 3.876 0.392 -1.908
H 5.428 -0.859 -3.332
H 4.585 -2.092 -5.310
H 2.159 -2.041 -5.835
H 0.620 -0.743 -4.427
H 1.655 2.340 -4.289
H 0.083 3.647 -5.664
H -2.355 3.490 -5.257
H -3.202 2.016 -3.451
H -1.630 0.701 -2.094
H 3.854 1.993 2.170
H 4.198 2.355 4.580
H 3.119 0.857 6.227
H 1.736 -1.041 5.433
H 1.386 -1.397 3.020
H 4.781 -0.739 1.836
H 5.915 -2.885 1.420
H 4.859 -4.603 -0.013
H 2.808 -3.991 -1.286
H 2.342 -1.656 -1.421
C -6.128 4.219 0.226
C -5.886 3.256 1.396
C -5.069 3.993 2.457
C -7.234 2.863 2.016
C -5.165 2.008 0.877
C -5.801 1.187 -0.064
C -5.189 0.068 -0.626
C -3.906 -0.201 -0.210
O -3.067 -1.218 -0.601
B -1.882 -1.046 0.108
O -2.015 0.088 0.952
C -3.270 0.581 0.724
C -3.866 1.689 1.286
H -6.641 5.118 0.576
H -6.744 3.758 -0.549
H -5.181 4.517 -0.230
H -5.622 4.874 2.791
H -4.109 4.335 2.065
H -4.883 3.366 3.332
H -7.776 3.758 2.334
H -7.086 2.226 2.890
H -7.866 2.325 1.309
H -6.808 1.429 -0.380
H -5.694 -0.553 -1.354
H -3.329 2.274 2.017
C -3.192 -2.896 3.247
C -1.709 -2.915 3.567
O -1.022 -4.065 3.035
P -0.923 -4.177 1.413
O 0.228 -2.994 1.160
Te -0.587 -3.387 -2.067
O 0.082 -5.449 1.328
C -0.522 -6.748 1.255
C -0.079 -7.437 -0.013
H -3.684 -2.120 3.836
H -3.645 -3.859 3.489
H -3.384 -2.695 2.191
H -1.554 -2.961 4.643
H -1.224 -2.005 3.203
H -1.614 -6.661 1.287
H -0.212 -7.301 2.142
H -0.407 -6.872 -0.887
H -0.499 -8.444 -0.067
H 1.010 -7.515 -0.042